Computed, not measured: a structure of composition C22H12F3N8O5SV, with ωB97M-V/def2-TZVPD.

```
52
Properties=species:S:1:pos:R:3:forces:R:3
V -0.169 -0.409 0.131 -0.366 -0.021 -0.202
N 2.565 3.092 -1.880 -0.041 -0.012 -0.051
C 3.688 3.148 -1.091 0.003 -0.021 0.024
C 3.329 2.566 0.090 0.072 0.052 -0.018
N 2.029 2.152 0.045 -0.114 0.028 -0.011
C 1.593 2.471 -1.144 0.143 -0.020 0.054
C 0.267 2.183 -1.670 -0.189 0.019 0.177
N -0.556 1.236 -1.260 0.324 0.082 -0.482
C -1.685 1.339 -2.043 -0.035 0.073 0.071
C -1.544 2.362 -2.917 -0.027 0.008 -0.035
N -0.294 2.887 -2.682 0.017 0.023 -0.018
H 2.526 3.325 -2.856 -0.009 -0.012 -0.007
H 4.609 3.582 -1.438 0.003 0.001 0.002
H 3.931 2.421 0.971 0.003 0.005 -0.002
H -2.524 0.684 -1.905 0.008 -0.060 0.011
H -2.209 2.769 -3.657 0.002 -0.005 -0.005
H 0.073 3.728 -3.088 0.001 0.034 0.045
O -1.113 2.935 2.335 -0.047 -0.051 0.017
C -1.290 1.953 1.645 0.009 0.098 0.008
O -0.455 0.991 1.471 0.035 -0.310 0.094
C -2.647 1.826 0.881 0.088 -0.047 0.002
O -3.267 2.813 0.572 0.014 0.003 -0.028
O -3.116 0.609 0.624 -0.050 -0.056 -0.048
S 5.802 -4.236 2.837 -0.015 -0.069 -0.042
N 5.649 -3.340 1.496 -0.006 0.058 0.059
C 4.399 -2.920 1.452 0.063 -0.037 -0.025
C 3.830 -2.076 0.413 -0.085 0.059 -0.027
C 4.530 -1.617 -0.672 -0.004 0.000 -0.008
C 3.849 -0.827 -1.625 0.032 0.005 -0.011
C 2.528 -0.528 -1.423 0.006 -0.065 -0.018
N 1.816 -0.926 -0.351 0.026 0.175 -0.056
C 2.459 -1.731 0.564 0.024 -0.082 0.053
C 1.680 -2.201 1.640 0.046 -0.020 -0.001
N 0.368 -1.816 1.650 -0.130 0.083 -0.017
C -0.408 -2.225 2.655 0.079 -0.037 -0.037
C 0.045 -3.026 3.686 0.002 -0.047 0.066
C 1.381 -3.438 3.689 -0.029 0.037 -0.046
C 2.207 -3.029 2.668 -0.068 0.031 -0.030
C 3.608 -3.384 2.553 0.020 -0.079 0.042
N 4.283 -4.142 3.398 0.019 0.083 0.010
H 5.573 -1.877 -0.789 0.002 0.002 -0.001
H 4.350 -0.462 -2.511 -0.003 -0.003 -0.004
H 1.982 0.051 -2.156 -0.015 -0.020 0.001
H -1.438 -1.900 2.617 0.000 0.004 0.005
H -0.636 -3.323 4.471 -0.004 0.006 -0.005
H 1.776 -4.068 4.475 0.004 -0.003 0.002
O -2.974 -1.636 0.700 -0.009 -0.005 0.059
C -2.280 -0.697 0.517 0.147 0.103 0.034
F -0.198 -2.894 -1.600 -0.011 0.040 -0.025
C -0.636 -1.593 -1.709 0.023 -0.027 0.428
F 0.022 -1.127 -2.849 0.008 -0.025 0.002
F -1.932 -1.719 -2.147 0.034 0.024 -0.010
```
Positions in Å, forces in eV/Å.

Computed properties:
E ... -89847.5608 eV
Total charge ... -1
M ... 608.394 g/mol
2S+1 ... 4
LUMO energy (alpha / beta) ... 1.98 / 1.99 eV
HOMO-LUMO gap (alpha / beta) ... 4.86 / 7.66 eV
Relative energy (zero: lowest compared OMol25 entry of this formula, charge and spin) ... 0.133 eV